{"formula": "C20H29BN2Pt", "method": "ωB97M-V with the def2-TZVPD basis set", "charge": 2, "de_lowest_kj_mol": 226.40, "homo_ev": -15.25, "gap_ev": 5.20, "lumo_ha": -0.3691, "spin_multiplicity": 1, "max_force_ev_per_a": 1.92, "species": ["Pt", "C", "C", "C", "C", "C", "C", "C", "C", "C", "C", "H", "H", "H", "H", "H", "H", "H", "H", "H", "H", "H", "H", "H", "H", "C", "N", "C", "C", "C", "C", "C", "C", "C", "C", "H", "H", "H", "H", "H", "H", "H", "H", "H", "H", "H", "H", "B", "C", "N", "H", "H", "H"], "xyz": [[-0.6859, 0.2529, 0.3000], [-4.7069, -2.9160, -1.2354], [-3.8618, -1.6694, -1.5629], [-3.9184, -1.3709, -3.0588], [-2.4798, -1.9211, -1.0335], [-1.5061, -2.6479, -1.7661], [-0.3113, -3.0366, -1.2018], [0.0009, -2.7725, 0.1487], [1.2255, -3.3161, 0.7909], [-0.9485, -2.0424, 0.8969], [-2.1506, -1.5982, 0.2887], [-5.7267, -2.7641, -1.5855], [-4.7394, -3.1172, -0.1651], [-4.3051, -3.7970, -1.7378], [-4.2848, -0.8248, -1.0101], [-3.6954, -2.2567, -3.6539], [-3.2355, -0.5743, -3.3598], [-4.9247, -1.0552, -3.3269], [-1.7228, -2.9334, -2.7876], [0.3939, -3.6088, -1.7921], [1.9120, -3.7381, 0.0611], [0.9495, -4.1095, 1.4909], [1.7443, -2.5482, 1.3676], [-0.8597, -1.9970, 1.9807], [-2.9484, -1.2448, 0.9421], [-0.7567, 0.7550, -2.5251], [0.1654, 1.0647, -1.3974], [1.4751, 0.3692, -1.5553], [0.3571, 2.5757, -1.2895], [-0.4715, 3.1019, -0.1678], [-0.5617, 4.4339, 0.2254], [-1.3238, 4.7725, 1.3293], [-2.0022, 3.8065, 2.0533], [-1.9276, 2.4668, 1.6797], [-1.1646, 2.1659, 0.5723], [-0.3000, 1.1348, -3.4406], [-1.7131, 1.2509, -2.3588], [-0.8911, -0.3181, -2.6026], [1.9460, 0.7405, -2.4677], [1.3032, -0.7030, -1.6472], [2.1045, 0.5833, -0.7001], [0.0434, 3.0044, -2.2427], [1.4199, 2.7855, -1.1692], [-0.0269, 5.1986, -0.3232], [-1.3901, 5.8079, 1.6317], [-2.5946, 4.0847, 2.9135], [-2.4767, 1.7073, 2.2284], [1.8573, 0.5658, 3.7722], [1.2343, 0.5490, 2.4473], [0.8961, 0.5053, 1.3081], [2.4702, -0.4454, 3.9608], [1.0282, 0.5414, 4.6536], [2.2316, 1.6740, 4.0250]], "lowdin_charge": [1.441, -0.025, -0.377, -0.047, -0.203, 0.015, 0.010, -0.244, -0.001, -0.148, -0.174, 0.099, 0.090, 0.097, 0.143, 0.090, 0.067, 0.099, 0.136, 0.139, 0.098, 0.118, 0.093, 0.139, 0.135, -0.025, -0.320, -0.029, -0.070, -0.217, 0.014, -0.019, -0.025, -0.062, -0.222, 0.128, 0.116, 0.071, 0.128, 0.092, 0.089, 0.149, 0.150, 0.139, 0.131, 0.130, 0.120, -0.319, -0.117, -0.029, 0.060, 0.083, 0.064]}



{"formula": "C8H9NO2", "method": "ωB97M-V with the def2-TZVPD basis set", "de_lowest_kj_mol": 267.21, "homo_ev": -9.94, "gap_ev": 9.74, "smiles": "CO[C@]1(C)C=CC(=O)[C@H]1C#N", "lumo_ha": -0.0073, "spin_multiplicity": 1, "max_force_ev_per_a": 3.35, "species": ["C", "C", "C", "C", "C", "C", "C", "C", "N", "O", "O", "H", "H", "H", "H", "H", "H", "H", "H", "H"], "xyz": [[2.7179, -1.3024, -0.8365], [1.7843, 1.7911, 1.0264], [0.5651, 1.2885, 0.7485], [2.8562, 1.0865, 0.3480], [2.1472, 0.0038, -0.7145], [0.6871, 0.0624, -0.1156], [0.3262, -1.1801, 0.8109], [-1.5340, -0.0423, -1.1273], [3.0746, -2.3811, -1.0179], [4.0148, 1.3340, 0.3536], [-0.1599, 0.1482, -1.2147], [1.9545, 2.5766, 1.7317], [-0.3409, 1.5648, 1.2284], [2.2407, 0.5571, -1.7519], [0.3676, -2.1406, 0.0711], [-0.4990, -0.9931, 1.5129], [1.0704, -1.1996, 1.6176], [-1.9167, -1.0332, -0.4844], [-1.6826, -0.2410, -2.2036], [-2.1189, 0.8130, -0.7660]], "lowdin_charge": [-0.211, 0.015, 0.041, -0.334, -0.093, -0.506, -0.015, -0.117, 0.172, 0.131, -0.157, 0.115, 0.122, 0.203, 0.152, 0.078, 0.086, 0.141, 0.097, 0.079]}



{"formula": "C6H12N2S2", "method": "ωB97M-V with the def2-TZVPD basis set", "charge": 2, "de_lowest_kj_mol": 168.86, "homo_ev": -16.52, "gap_ev": 9.25, "lumo_ha": -0.2671, "spin_multiplicity": 1, "max_force_ev_per_a": 5.16, "species": ["C", "C", "C", "C", "C", "C", "N", "N", "S", "S", "H", "H", "H", "H", "H", "H", "H", "H", "H", "H", "H", "H"], "xyz": [[0.8165, -1.4915, 0.6178], [-0.3936, -1.4058, 1.0287], [-0.4481, 1.0147, 0.0052], [0.8299, 0.8302, -0.2871], [1.3274, -0.6067, -0.5470], [-1.4585, -0.0502, 0.0315], [1.8301, 1.7857, -0.2540], [-2.5725, 0.2297, 0.9420], [3.1514, -0.7541, -0.5990], [-2.0870, -0.6950, -1.5346], [1.4277, -2.2255, 1.1402], [-1.0807, -1.7863, 1.7681], [-0.8555, 2.0347, 0.1968], [0.8429, -0.9905, -1.4006], [2.5121, 1.6372, 0.4930], [1.4874, 2.7223, -0.0687], [2.5176, 1.9078, -0.9409], [-2.4930, -0.2223, 1.9388], [-3.3904, -0.2095, 0.5664], [-2.8308, 1.1369, 1.0697], [3.2995, -1.9999, -0.9786], [-1.4117, 0.2016, -2.2334]], "lowdin_charge": [-0.131, 0.093, -0.040, -0.267, -0.523, -0.658, 0.234, 0.189, 0.858, 0.926, 0.135, 0.099, 0.160, 0.093, 0.182, 0.198, 0.152, 0.228, 0.138, 0.126, -0.096, -0.095]}



{"formula": "F3HSi", "method": "ωB97M-V with the def2-TZVPD basis set", "de_lowest_kj_mol": 277.24, "homo_ev": [-11.35, -10.11], "gap_ev": [9.52, 8.90], "lumo_ha": [-0.0670, -0.0443], "spin_multiplicity": 1, "max_force_ev_per_a": 1.70, "species": ["F", "F", "F", "Si", "H"], "xyz": [[-0.4526, 1.1849, -0.9002], [1.0171, 0.6350, 1.0690], [-1.4143, -0.0746, 1.0909], [-0.1516, 0.0582, 0.1708], [1.0015, -1.8036, -1.4305]], "lowdin_charge": [-0.132, -0.127, -0.105, 0.291, 0.073]}



{"formula": "C55H105BrN2P", "method": "ωB97M-V with the def2-TZVPD basis set", "charge": 1, "homo_ev": -10.84, "gap_ev": 7.27, "lumo_ha": -0.1310, "spin_multiplicity": 1, "max_force_ev_per_a": 7.57, "species": ["C", "C", "N", "C", "C", "C", "C", "C", "C", "C", "C", "C", "C", "C", "C", "C", "C", "C", "C", "C", "C", "C", "C", "C", "C", "N", "P", "C", "C", "C", "C", "C", "C", "C", "Br", "H", "H", "H", "H", "H", "H", "H", "H", "H", "H", "H", "H", "H", "H", "H", "H", "H", "H", "H", "H", "H", "H", "H", "H", "H", "H", "H", "H", "H", "H", "H", "H", "H", "H", "H", "H", "H", "H", "H", "H", "H", "H", "H", "H", "H", "H", "H", "H", "H", "C", "C", "C", "C", "C", "C", "H", "H", "H", "H", "H", "H", "H", "H", "H", "H", "H", "H", "H", "H", "C", "C", "C", "C", "C", "C", "H", "H", "H", "H", "H", "H", "H", "H", "H", "H", "H", "H", "H", "H", "C", "C", "C", "C", "C", "C", "H", "H", "H", "H", "H", "H", "H", "H", "H", "H", "H", "H", "H", "H", "C", "C", "C", "C", "C", "C", "H", "H", "H", "H", "H", "H", "H", "H", "H", "H", "H", "H", "H", "H"], "xyz": [[0.9232, 9.6590, -2.1610], [0.6698, 8.7005, -3.0392], [0.2471, 7.5423, -3.8657], [-0.0039, 6.2204, -3.2541], [0.1280, 5.6911, -1.7377], [1.4175, 4.6748, -1.6314], [2.7296, 5.4598, -1.1004], [4.1317, 4.9181, -1.7132], [4.8604, 3.8047, -0.7802], [3.8897, 2.5464, -0.3980], [3.1859, 2.7772, 1.0687], [2.6227, 1.4038, 1.7198], [1.0468, 1.2997, 1.2782], [0.9117, 0.7583, -0.2615], [-0.4354, -0.1388, -0.3506], [0.0257, -1.7003, -0.2168], [-0.4545, 5.4315, -4.5329], [-0.8862, 3.8983, -4.3044], [-2.4159, 3.9257, -3.7432], [-3.4222, 5.0742, -4.2434], [-4.9336, 5.1826, -3.7438], [-5.4885, 4.1436, -2.6827], [-4.4926, 3.0394, -2.1610], [-5.0710, 2.0112, -1.0314], [-2.9785, 2.8873, -2.6779], [-0.4298, 6.1897, -5.7992], [-0.8127, 5.6857, -7.4617], [-2.7230, 5.5779, -7.7210], [-0.2235, 3.8990, -7.8148], [1.2821, 3.5885, -7.3063], [0.0062, 7.5337, -5.3310], [0.2039, 8.8925, -6.2168], [-1.2009, 9.7287, -6.0282], [-1.0834, 10.9519, -4.9731], [-1.9717, 10.3171, -7.8003], [0.8677, 10.3949, -1.2641], [-0.8418, 5.0762, -1.5271], [0.2314, 6.5483, -0.9792], [1.2162, 3.8071, -0.8731], [1.6540, 4.1689, -2.6403], [2.7671, 5.4386, 0.0630], [2.6260, 6.5722, -1.4404], [4.8735, 5.8175, -1.7681], [3.9741, 4.4459, -2.7590], [5.2176, 4.2575, 0.2157], [5.8014, 3.3319, -1.2778], [4.6046, 1.6381, -0.2509], [3.1226, 2.2879, -1.2157], [2.2986, 3.5019, 0.9511], [4.0159, 3.1988, 1.7483], [3.2134, 0.4594, 1.4131], [2.6388, 1.5091, 2.8732], [0.4760, 0.5587, 1.9702], [0.5280, 2.3315, 1.3526], [1.8648, 0.1443, -0.5428], [0.7839, 1.6416, -0.9962], [-0.9102, 0.0735, -1.3898], [-1.1583, 0.1507, 0.5074], [-0.7026, -2.4274, -0.7676], [1.0732, -1.8729, -0.7058], [0.0730, -1.9731, 0.9154], [-0.7378, 3.2083, -5.2115], [-0.2161, 3.4618, -3.4535], [-3.0934, 5.9015, -4.9959], [-5.5975, 6.0347, -4.1781], [-6.5808, 4.2867, -2.3413], [-6.1429, 2.3739, -0.7484], [-4.3999, 2.1706, -0.0984], [-5.0901, 0.9222, -1.4081], [-2.2878, 2.0679, -2.2632], [-3.0651, 4.6770, -7.0912], [-3.2530, 6.5688, -7.4714], [-2.8841, 5.2913, -8.8412], [-0.2510, 3.6723, -8.9516], [-1.0278, 3.1912, -7.3435], [2.0356, 3.6330, -8.1964], [1.3651, 2.5591, -6.7919], [1.5620, 4.3898, -6.5291], [0.4050, 8.6729, -7.3274], [1.0242, 9.5265, -5.7175], [-2.0004, 9.0002, -5.5901], [-0.0125, 11.0155, -4.5513], [-1.4212, 11.9543, -5.4471], [-1.7782, 10.7979, -4.0458], [-3.9116, -2.7321, 0.9787], [-4.3641, -2.8187, 2.4294], [-3.2041, -2.8199, 3.4246], [-2.2429, -4.0073, 3.3036], [-2.8926, -5.3857, 3.4471], [-3.5261, -5.6096, 4.8121], [-3.3039, -3.5944, 0.6925], [-4.7793, -2.7018, 0.3130], [-3.3249, -1.8237, 0.8093], [-4.9902, -3.7068, 2.5655], [-5.0076, -1.9571, 2.6448], [-3.6123, -2.7820, 4.4405], [-2.6270, -1.8952, 3.2985], [-1.4636, -3.9002, 4.0676], [-1.7254, -3.9619, 2.3388], [-2.1212, -6.1499, 3.2930], [-3.6409, -5.5413, 2.6636], [-2.7836, -5.5075, 5.6085], [-3.9470, -6.6177, 4.8701], [-4.3373, -4.9023, 5.0029], [4.6018, -6.4671, -3.4145], [3.7579, -6.2419, -2.1677], [2.8983, -4.9803, -2.2395], [3.6781, -3.6663, -2.3557], [4.6788, -3.4031, -1.2276], [4.0210, -3.2790, 0.1390], [5.3169, -5.6555, -3.5711], [5.1703, -7.3972, -3.3235], [3.9678, -6.5456, -4.3029], [4.4068, -6.2168, -1.2857], [3.0972, -7.1069, -2.0345], [2.2514, -4.9446, -1.3559], [2.2244, -5.0584, -3.1016], [2.9583, -2.8393, -2.3928], [4.2127, -3.6417, -3.3117], [5.2073, -2.4671, -1.4451], [5.4413, -4.1875, -1.1997], [3.2889, -2.4663, 0.1472], [4.7752, -3.0616, 0.9011], [3.5152, -4.2031, 0.4303], [1.8558, 1.8985, 9.4362], [2.5914, 0.7904, 8.6957], [3.1807, 1.2436, 7.3603], [2.1564, 1.7147, 6.3225], [1.0833, 0.6863, 5.9562], [1.6527, -0.5703, 5.3138], [0.9976, 2.2650, 8.8669], [1.4838, 1.5295, 10.3964], [2.5241, 2.7416, 9.6355], [1.9195, -0.0624, 8.5511], [3.4079, 0.4296, 9.3326], [3.7749, 0.4239, 6.9417], [3.8871, 2.0627, 7.5436], [2.6953, 2.0060, 5.4126], [1.6626, 2.6239, 6.6828], [0.3848, 1.1515, 5.2500], [0.4944, 0.4151, 6.8378], [2.2048, -0.3264, 4.4015], [0.8428, -1.2553, 5.0453], [2.3238, -1.1034, 5.9919], [-2.9642, -9.5256, 1.4839], [-3.4164, -9.6125, 2.9349], [-2.2563, -9.6146, 3.9300], [-1.2955, -10.8022, 3.8090], [-1.9456, -12.1805, 3.9524], [-2.5797, -12.4045, 5.3177], [-2.3571, -10.3880, 1.1971], [-3.8321, -9.4947, 0.8185], [-2.3774, -8.6176, 1.3143], [-4.0430, -10.5004, 3.0708], [-4.0596, -8.7505, 3.1505], [-2.6645, -9.5766, 4.9460], [-1.6788, -8.6902, 3.8040], [-0.5161, -10.6953, 4.5730], [-0.7780, -10.7569, 2.8444], [-1.1745, -12.9446, 3.7981], [-2.6937, -12.3357, 3.1688], [-1.8374, -12.3027, 6.1143], [-3.0011, -13.4123, 5.3761], [-3.3907, -11.6970, 5.5085]], "lowdin_charge": [0.147, -0.065, 0.014, -0.030, -0.089, -0.194, -0.199, -0.199, -0.208, -0.197, -0.202, -0.190, -0.195, -0.219, -0.257, -0.123, -0.128, -0.096, -0.147, -0.044, -0.051, -0.033, -0.183, -0.100, 0.023, -0.172, 0.955, -0.281, -0.419, -0.167, -0.086, -0.124, -0.695, -0.150, 0.597, 0.096, 0.124, 0.123, 0.087, 0.103, 0.119, 0.103, 0.114, 0.111, 0.105, 0.113, 0.114, 0.093, 0.079, 0.112, 0.113, 0.088, 0.104, 0.107, 0.108, 0.078, 0.090, 0.102, 0.078, 0.055, 0.082, 0.099, 0.109, 0.063, 0.095, 0.101, 0.082, 0.085, 0.085, 0.086, 0.035, 0.052, 0.073, 0.100, 0.075, 0.093, 0.085, 0.053, 0.100, 0.117, 0.088, 0.058, 0.079, 0.095, -0.114, -0.270, -0.228, -0.227, -0.272, -0.106, 0.066, 0.070, 0.061, 0.101, 0.105, 0.102, 0.104, 0.109, 0.094, 0.096, 0.100, 0.079, 0.062, 0.068, -0.114, -0.273, -0.231, -0.230, -0.268, -0.109, 0.065, 0.072, 0.076, 0.100, 0.107, 0.099, 0.110, 0.097, 0.101, 0.104, 0.101, 0.051, 0.073, 0.070, -0.115, -0.273, -0.229, -0.229, -0.269, -0.108, 0.065, 0.072, 0.076, 0.099, 0.107, 0.101, 0.110, 0.096, 0.101, 0.100, 0.100, 0.057, 0.066, 0.070, -0.112, -0.271, -0.233, -0.228, -0.273, -0.115, 0.067, 0.071, 0.071, 0.101, 0.095, 0.101, 0.099, 0.110, 0.101, 0.106, 0.099, 0.076, 0.071, 0.065]}



{"formula": "C15H11F4HgN2O5", "method": "ωB97M-V with the def2-TZVPD basis set", "charge": -2, "homo_ev": [-1.02, -1.02], "gap_ev": [6.20, 4.44], "lumo_ha": [0.1906, 0.1257], "spin_multiplicity": 2, "max_force_ev_per_a": 0.79, "species": ["Hg", "C", "N", "C", "C", "C", "N", "C", "C", "F", "C", "F", "C", "C", "F", "C", "F", "H", "H", "H", "H", "H", "H", "H", "H", "H", "H", "H", "O", "C", "C", "O", "C", "C", "O", "C", "O", "O"], "xyz": [[-1.9535, 0.8715, -1.1154], [-0.3803, 3.5561, 1.0134], [0.1861, 2.2816, 0.6368], [0.5646, 1.5305, 1.8166], [1.2952, 2.4889, -0.2814], [1.9423, 1.2242, -0.8313], [1.0925, 0.5898, -1.8076], [1.4587, -0.5498, -2.3418], [0.6222, -1.1587, -3.3434], [-0.5117, -0.5187, -3.6961], [0.9038, -2.3464, -3.9552], [0.0261, -2.8505, -4.8602], [2.0800, -3.0529, -3.7202], [2.9352, -2.4854, -2.7935], [4.1163, -3.1148, -2.5440], [2.6601, -1.3174, -2.1260], [3.6187, -0.8797, -1.2530], [0.3670, 4.2080, 1.5096], [-1.2172, 3.3978, 1.6949], [-0.7533, 4.0734, 0.1276], [1.3985, 2.0094, 2.3658], [0.8460, 0.5175, 1.5367], [-0.2982, 1.4567, 2.4805], [2.0802, 3.0990, 0.2163], [0.9100, 3.0500, -1.1373], [2.2143, 0.5555, -0.0056], [2.8916, 1.5506, -1.2897], [2.3048, -3.9851, -4.2135], [-3.1445, -1.9400, 5.2206], [-3.1798, -1.7588, 4.0125], [-4.2700, -1.0755, 3.2618], [-5.3920, -0.8303, 3.6747], [-3.7659, -0.7929, 1.8846], [-2.3989, -1.3955, 1.7566], [-1.6538, -1.3096, 0.7934], [-2.0969, -2.0985, 3.0431], [-1.1602, -2.8515, 3.2409], [-4.3382, -0.1484, 1.0289]], "lowdin_charge": [0.472, -0.159, -0.328, -0.117, -0.252, -0.284, -0.003, -0.239, -0.189, -0.015, -0.255, 0.039, -0.014, -0.262, 0.032, -0.147, 0.019, 0.073, 0.074, 0.067, 0.081, 0.075, 0.078, 0.105, 0.105, 0.095, 0.106, 0.100, 0.077, -0.302, -0.301, 0.081, -0.308, -0.299, -0.032, -0.295, 0.094, 0.027]}